(1)
2 unconnected molecules or ions with the total composition C23H20BF17NO6. Source: OMol25; level of theory: ωB97M-V/def2-TZVPD.

```
! wB97M-V def2-TZVPD RIJCOSX def2/J DEFGRID3
* xyz -1 1
C 0.4154 -3.2899 1.0453
C -1.0279 -2.8346 0.4640
C -1.2445 -1.2928 0.8614
B -1.4863 -0.2654 -0.3863
O -0.5443 -0.2992 -1.5495
C -0.3830 1.0707 -2.0162
C -1.5000 1.5991 -3.0100
F -2.7419 1.9626 -2.4306
F -1.0910 2.7349 -3.8163
C -1.8501 0.4407 -4.1065
F -2.7181 -0.5098 -3.5265
F -0.6563 -0.2174 -4.5551
C -2.5435 1.0353 -5.4405
F -3.4991 2.0433 -5.1955
F -1.6302 1.5094 -6.4047
F -3.2659 -0.0496 -6.0512
C -0.1018 1.7678 -0.5842
O 1.1154 1.0297 -0.1602
C 1.3359 1.1614 1.2167
N 1.6244 1.2867 2.3786
C -0.0545 3.3798 -0.4668
F -0.1879 3.7996 0.9078
F -1.2142 3.9783 -1.0890
C 1.1958 4.0584 -1.2055
F 0.9365 5.4782 -1.2016
F 1.3258 3.7033 -2.5753
C 2.6284 3.8645 -0.5291
F 3.4349 4.9707 -0.9824
F 3.3412 2.7109 -0.9935
F 2.6637 3.9274 0.8726
O -1.1376 1.0967 0.1761
O -1.2319 -3.1428 -0.9348
C -1.3482 -4.5588 -1.1720
C -1.2649 -4.7539 -2.7749
C -0.0779 -4.0336 -3.5108
C 0.0551 -4.1289 -5.0721
C -1.0011 -4.9404 -5.9000
C -2.1311 -5.6645 -5.1206
C -2.2899 -5.5917 -3.5782
H 0.2336 -3.7192 2.1061
H 1.1573 -2.4197 1.1227
H 0.9245 -4.0962 0.3933
H -1.8071 -3.4639 1.0540
H -2.2120 -1.2585 1.5017
H -0.3979 -0.9954 1.5723
H -2.6011 -0.1878 -0.7893
H 0.6246 1.0041 -2.5823
H -0.5897 -5.2056 -0.6159
H -2.3992 -4.9215 -0.8702
H 0.7127 -3.4253 -2.9658
H 0.8964 -3.5835 -5.6342
H -0.9353 -4.9942 -7.0337
H -2.9233 -6.2708 -5.6933
H -3.1157 -6.1168 -2.9980
C 2.7234 2.1373 5.1645
C 3.3015 2.9415 6.3122
O 2.2659 3.3246 7.2325
C 1.9336 2.4084 8.1649
O 2.4448 1.3220 8.2611
C 0.8604 2.9632 9.0983
F -0.1115 3.6252 8.4360
F 1.3755 3.8359 9.9929
F 0.2451 2.0018 9.8128
H 1.9168 2.6891 4.6768
H 3.4933 1.9107 4.4249
H 2.2960 1.1966 5.5197
H 3.7390 3.8661 5.9289
H 4.0991 2.3963 6.8244
*
```

Values from the calculation:
E_LUMO ... 0.088 Eh
Gap between HOMO and LUMO ... 8.214 eV
DFT total energy ... -84818.9038 eV
E_HOMO ... -0.21403 Eh
M ... 740.19 u

(2)
2 unconnected molecules or ions with the total composition C8H12NO5P. Source: OMol25; level of theory: ωB97M-V/def2-TZVPD.

```
! wB97M-V def2-TZVPD RIJCOSX def2/J DEFGRID3
* xyz 0 1
N 4.0531 1.6590 -2.1043
P 3.2377 0.2283 -1.6670
O 3.3125 -0.6733 -3.0285
C 1.4964 0.8067 -1.8185
C 0.9377 1.9683 -2.1480
C -0.5450 1.8396 -2.0718
O -1.3905 2.5527 -2.4852
O -0.8164 0.6347 -1.4583
C 0.3587 -0.1166 -1.4869
O 0.3522 -1.2924 -1.3114
H 3.5124 2.4046 -2.5211
H 4.5943 2.0259 -1.3321
H 3.0286 -0.1998 -3.8185
H 1.4164 2.8943 -2.4290
C -1.8130 -2.0034 1.6556
C -2.5512 -0.6657 1.6650
C -2.3465 -0.2149 3.1063
O -1.0821 -0.7389 3.5125
C -0.6252 -1.6996 2.5587
H -1.5092 -2.3267 0.6611
H -2.4388 -2.7826 2.0960
H -2.0730 0.0326 0.9749
H -3.6029 -0.7434 1.3934
H -3.1276 -0.6165 3.7612
H -2.3284 0.8701 3.2188
H 0.2031 -1.2678 1.9853
H -0.2532 -2.5751 3.0918
*
```

Values from the calculation:
E_LUMO ... -0.047 Eh
Gap between HOMO and LUMO ... 8.035 eV
DFT total energy ... -29507.1407 eV
SMILES string ... NP(O)C1=CC(=O)OC1=O.C1CCOC1
E_HOMO ... -0.34194 Eh
M ... 233.16 u

(3)
A single C6F4IN molecule. Source: OMol25; level of theory: ωB97M-V/def2-TZVPD.

```
! wB97M-V def2-TZVPD RIJCOSX def2/J DEFGRID3
* xyz 0 3
C -0.9352 1.5468 0.1337
C -0.8621 2.7232 -0.0736
C 2.1777 -1.6838 -0.4788
C 1.1073 -1.2176 0.2665
C 0.0238 -0.6297 -0.2804
C -1.0395 0.1076 0.4338
N 2.9185 -2.0903 -1.2397
F -0.9643 3.9974 -0.3568
F 1.2596 -1.4404 1.5993
F 0.1061 -0.4505 -1.6162
F -0.8670 -0.1484 1.8000
I -2.9249 -0.7144 -0.1878
*
```

Values from the calculation:
E_LUMO (alpha / beta) ... -0.020 / -0.180 Eh
Gap between HOMO and LUMO (alpha / beta) ... 5.781 / 4.888 eV
DFT total energy ... -26673.4350 eV
E_HOMO (alpha / beta) ... -0.23292 / -0.35956 Eh
M ... 288.97 u

(4)
A single C3H6N2O3 molecule. Source: OMol25; level of theory: ωB97M-V/def2-TZVPD.

```
! wB97M-V def2-TZVPD RIJCOSX def2/J DEFGRID3
* xyz 0 1
H 2.2415 -1.8922 0.7879
N 1.5962 -1.3364 0.2051
N 2.0728 -0.2142 -0.0813
O 3.2313 0.1387 -0.0863
C 1.0317 0.7538 -0.6050
O -0.2552 0.2220 -0.7138
C -1.1908 0.5329 0.2343
C -2.3306 -0.4021 0.2417
O -1.0622 1.4936 0.9284
H 1.5018 0.8855 -1.5980
H 0.9445 1.5553 0.1564
H -1.8737 -1.3175 0.2819
H -2.8775 -0.4367 -0.7421
H -3.0298 0.0170 0.9910
*
```

Values from the calculation:
E_LUMO ... 0.025 Eh
Gap between HOMO and LUMO ... 11.023 eV
DFT total energy ... -12327.9059 eV
SMILES string ... [H]/N=[N+](\[O-])COC(C)=O
E_HOMO ... -0.38045 Eh
M ... 118.09 u
Relative energy (zero: lowest compared OMol25 entry of this formula, charge and spin) ... 99.7 kcal/mol

(5)
A molecular structure, C42H34Cl2GeN6NiO3S2Si. Source: OMol25; level of theory: ωB97M-V/def2-TZVPD.

```
! wB97M-V def2-TZVPD RIJCOSX def2/J DEFGRID3
* xyz -2 1
Ni 1.2005 0.7927 0.5717
S 1.1145 0.8599 3.0245
C 2.7126 0.5843 3.5787
C 2.8311 0.1500 4.8926
N 2.8766 -0.1861 5.9983
C 3.8386 0.7832 2.7666
S 3.5688 0.8692 1.0288
C 5.1355 0.7407 3.2291
N 6.2144 0.7739 3.6488
C -0.4260 1.6534 -2.3759
Si 1.1190 0.6614 -1.7044
C 2.6771 1.6545 -2.3912
C 1.1335 -0.8307 -2.9998
C 1.0478 -0.5303 -4.3557
C 1.0193 -1.5194 -5.3227
C 1.0706 -2.8529 -4.9534
C 1.1624 -3.1764 -3.6116
C 1.2008 -2.1752 -2.6549
H -0.2182 2.1251 -3.3340
H -0.7253 2.4217 -1.6694
H -1.2702 0.9806 -2.4984
H 2.6709 1.6635 -3.4765
H 3.6169 1.2133 -2.0690
H 2.6625 2.6849 -2.0484
H 0.9975 0.5026 -4.6656
H 0.9575 -1.2572 -6.3725
H 1.0320 -3.6317 -5.7060
H 1.2035 -4.2155 -3.3090
H 1.2758 -2.4628 -1.6173
N 1.7123 5.1587 0.5561
C 2.1982 3.8888 0.5741
O 1.4415 2.9396 0.7289
C 3.6426 3.7387 0.3937
C 4.4645 4.8146 0.0676
N 5.1053 5.7354 -0.2062
C 4.1526 2.4831 0.5203
N 5.0477 1.5700 0.4290
H 0.7115 5.2616 0.5364
H 2.3130 5.9366 0.3535
Cl -4.1729 0.1320 -0.9881
C -4.4907 1.8006 -0.6858
C -4.2356 2.6918 -1.7084
C -4.4901 4.0407 -1.5485
C -5.0219 4.4933 -0.3557
C -5.2686 3.5905 0.6555
Cl -5.9506 4.1955 2.1379
C -5.0014 2.2181 0.5533
N -5.3284 1.3636 1.5730
C -4.5844 0.1756 1.8564
C -5.2463 -1.0397 1.7727
C -4.5673 -2.2196 2.0104
C -3.2214 -2.1758 2.3385
C -2.5709 -0.9654 2.4606
C -3.2396 0.2389 2.2410
C -2.5186 1.5240 2.3740
C -1.6984 1.8732 1.0485
O -1.9794 2.9285 0.4968
O -0.8750 0.9915 0.7374
H -3.8270 2.3147 -2.6320
H -4.2704 4.7341 -2.3451
H -5.2321 5.5416 -0.2020
H -5.6472 1.8539 2.4019
H -6.2908 -1.0489 1.4944
H -5.0809 -3.1677 1.9258
H -2.6742 -3.0925 2.4959
H -1.5199 -0.9376 2.7132
H -1.7590 1.4482 3.1513
H -3.1783 2.3683 2.5815
Ge 1.0677 -1.4450 1.2441
C 2.7987 -2.3856 0.7531
C 3.6070 -1.9520 -0.2903
C 4.8249 -2.5513 -0.5560
C 5.2520 -3.6201 0.2118
C 4.4527 -4.0737 1.2465
C 3.2497 -3.4486 1.5207
C -0.3881 -2.5536 0.4053
C -1.2621 -2.0055 -0.5194
C -2.2559 -2.7725 -1.1004
C -2.3944 -4.1047 -0.7458
C -1.5279 -4.6619 0.1791
C -0.5397 -3.8842 0.7564
H 0.9883 -2.1249 2.6677
H 3.2750 -1.1312 -0.9149
H 5.4504 -2.1685 -1.3512
H 6.2037 -4.0934 0.0062
H 4.7783 -4.9069 1.8547
H 2.6378 -3.7812 2.3476
H -1.1554 -0.9593 -0.7683
H -2.9355 -2.3359 -1.8214
H -3.1789 -4.7060 -1.1895
H -1.6316 -5.7037 0.4584
H 0.1327 -4.3071 1.4908
*
```

Values from the calculation:
E_LUMO (alpha / beta) ... 0.132 / 0.135 Eh
Gap between HOMO and LUMO (alpha / beta) ... 5.693 / 5.589 eV
DFT total energy ... -211341.3402 eV
E_HOMO (alpha / beta) ... -0.07695 / -0.06992 Eh
M ... 965.20 u
Relative energy (zero: lowest compared OMol25 entry of this formula, charge and spin) ... 22.0 kcal/mol

(6)
A single C25H46ClO10P molecule. Source: OMol25; level of theory: ωB97M-V/def2-TZVPD.

```
! wB97M-V def2-TZVPD RIJCOSX def2/J DEFGRID3
* xyz 0 1
C -0.7429 1.7497 4.8396
C -1.1372 0.3144 5.1977
O -0.0275 -0.5581 4.9341
C -0.3388 -1.7866 4.4851
O -1.4425 -2.2688 4.5867
C 0.8257 -2.5298 3.8826
C 1.9448 -1.7035 3.2182
C 1.9724 -1.7682 1.6860
C 1.3363 -0.5683 0.9759
C -0.0021 -0.0743 1.5180
C -1.2480 -0.9254 1.4412
O -2.3031 -0.5234 1.8282
Cl -1.1867 -2.5333 0.7000
O 1.1881 -0.9044 -0.4009
C 1.6347 0.0383 -1.3646
C 1.3838 -0.6102 -2.7384
C 0.0774 -1.4103 -2.7532
C -0.5473 -1.6317 -4.1398
C -2.0606 -1.8362 -3.9916
C -2.3945 -3.2251 -3.4310
C -3.6520 -3.3366 -2.5435
C -4.7461 -2.2726 -2.7489
C -4.6857 -1.1958 -1.6814
O -5.9868 -0.5698 -1.5777
C -6.2468 0.0164 -0.3780
C -5.2038 0.9716 0.1279
O -7.2852 -0.1939 0.1911
C 0.8757 1.3631 -1.2892
O 1.2928 2.2611 -0.2624
C 2.2549 3.2112 -0.6183
O 3.4226 2.6724 -1.1712
C 4.3053 2.0795 -0.2149
C 5.5352 2.9575 0.0444
C 6.0207 2.8612 1.4926
O 6.6296 2.5534 -0.7810
P 1.6309 4.5582 -1.7330
O 1.1665 5.7436 -0.9792
H -1.3224 2.1080 3.9896
H 0.3091 1.7926 4.5607
H -0.9181 2.4284 5.6707
H -1.4149 0.2510 6.2487
H -2.0049 -0.0022 4.6247
H 1.2612 -3.0802 4.7205
H 0.3982 -3.2629 3.2036
H 1.8922 -0.6729 3.5666
H 2.8959 -2.0932 3.5784
H 3.0220 -1.7437 1.3819
H 1.5685 -2.7011 1.3010
H 2.0462 0.2533 1.1007
H 0.0935 0.2084 2.5682
H -0.2927 0.8361 0.9954
H 2.7080 0.1921 -1.2397
H 1.3507 0.1672 -3.5029
H 2.2203 -1.2648 -2.9887
H 0.2465 -2.3709 -2.2763
H -0.6661 -0.8643 -2.1679
H -0.1468 -2.5406 -4.5964
H -0.3304 -0.7956 -4.8060
H -2.5486 -1.7280 -4.9623
H -2.4556 -1.0401 -3.3575
H -1.5556 -3.6040 -2.8442
H -2.4941 -3.9055 -4.2777
H -4.1001 -4.3131 -2.7335
H -3.3728 -3.3519 -1.4890
H -5.7249 -2.7424 -2.6438
H -4.7130 -1.8397 -3.7472
H -4.4345 -1.6420 -0.7180
H -3.9524 -0.4220 -1.9255
H -5.6241 1.5386 0.9528
H -4.3280 0.4320 0.4893
H -4.9012 1.6517 -0.6678
H 0.8821 1.8416 -2.2688
H -0.1659 1.1272 -1.0676
H 2.4892 3.7503 0.3065
H 3.7752 1.8543 0.7108
H 4.6325 1.1252 -0.6351
H 5.2699 3.9891 -0.2009
H 6.3749 3.8245 1.8520
H 6.8461 2.1541 1.5442
H 5.2413 2.5117 2.1677
H 6.2966 2.2163 -1.6175
H 0.6582 3.9900 -2.5770
H 2.7292 4.8124 -2.5733
*
```

Values from the calculation:
E_LUMO ... 0.010 Eh
Gap between HOMO and LUMO ... 10.298 eV
DFT total energy ... -68956.4183 eV
SMILES string ... CCOC(=O)CCC[C@H](CC(=O)Cl)O[C@@H](CCCCCCCCOC(C)=O)CO[C@@H](OC[C@@H](C)O)[PH2]=O
E_HOMO ... -0.36834 Eh
M ... 573.06 u

(7)
11 unconnected molecules or ions with the total composition H22O11. Source: OMol25; level of theory: ωB97M-V/def2-TZVPD.

```
! wB97M-V def2-TZVPD RIJCOSX def2/J DEFGRID3
* xyz 0 1
O 0.5521 -0.7800 -1.3359
H -0.3851 -0.8659 -1.1281
H 0.9824 -0.7585 -0.4737
O 4.7884 2.3421 1.6402
H 5.2431 2.0873 2.4510
H 4.0003 1.7873 1.6291
O -3.3015 -2.8595 -0.9902
H -2.5550 -2.2638 -1.1202
H -2.9253 -3.7379 -1.1165
O 5.1726 -2.3237 -2.4285
H 5.9000 -2.2964 -1.7966
H 4.8318 -1.4221 -2.4327
O -3.8064 1.5393 -0.1458
H -4.4446 1.7139 -0.8467
H -4.0086 2.2006 0.5256
O 0.8603 -1.0118 2.7688
H 0.3400 -1.6029 3.3245
H 0.8378 -1.4271 1.8993
O 1.6619 4.1659 -1.5784
H 1.7263 3.2267 -1.7850
H 2.3211 4.5772 -2.1486
O -2.7133 -0.4820 0.2988
H -1.9463 -0.3136 -0.2601
H -2.3668 -0.4236 1.1963
O -1.6079 3.5311 -0.0819
H -2.1725 2.8939 0.3699
H -1.1825 4.0165 0.6339
O 3.0072 -2.8776 1.0849
H 3.4459 -2.3636 0.3977
H 2.0831 -2.8942 0.8116
O -4.4285 -1.0564 0.0444
H -4.7331 -1.8669 0.4678
H -5.1768 -0.4542 0.1252
*
```

Values from the calculation:
E_LUMO ... -0.011 Eh
Gap between HOMO and LUMO ... 8.682 eV
DFT total energy ... -22875.4021 eV
SMILES string ... O.O.O.O.O.O.O.O.O.O.O
E_HOMO ... -0.32972 Eh
M ... 198.16 u
Relative energy (zero: lowest compared OMol25 entry of this formula, charge and spin) ... 140.9 kcal/mol

(8)
A molecular structure, C64H56F5N9O6P2S6Ti. Source: OMol25; level of theory: ωB97M-V/def2-TZVPD.

```
! wB97M-V def2-TZVPD RIJCOSX def2/J DEFGRID3
* xyz 0 1
Ti 1.1291 -1.1059 -0.0637
C -5.6947 4.0681 2.2862
S -5.0377 4.8628 0.7901
C -3.4473 3.9735 0.6321
C -3.6159 2.6518 -0.1023
C -2.3823 1.7322 -0.1348
N -1.3157 2.0967 -1.0631
P 0.3262 1.7160 -0.6023
C 1.1346 3.0452 -1.6013
C 0.4512 4.2173 -1.9109
C 1.0947 5.2599 -2.5488
C 2.4350 5.1541 -2.8795
C 3.1294 4.0019 -2.5536
C 2.4848 2.9579 -1.9121
C 0.6634 2.6603 0.9492
C -0.0927 3.7204 1.4303
C 0.3270 4.4279 2.5435
C 1.5127 4.0968 3.1770
C 2.2973 3.0740 2.6721
C 1.8784 2.3681 1.5611
P -1.1458 1.4708 -2.7199
C -1.7905 2.8255 -3.7837
C -1.4552 2.6791 -5.1281
C -1.9046 3.5848 -6.0697
C -2.6925 4.6551 -5.6771
C -3.0179 4.8148 -4.3413
C -2.5633 3.9105 -3.3973
C -2.5383 0.3365 -3.1234
C -3.8870 0.5817 -2.8943
C -4.8506 -0.2539 -3.4292
C -4.4863 -1.3222 -4.2334
C -3.1448 -1.5711 -4.4688
C -2.1770 -0.7548 -3.9116
H -6.6515 4.5380 2.4929
H -5.0108 4.2426 3.1143
H -5.8334 3.0034 2.1164
H -3.0651 3.8354 1.6439
H -2.8033 4.6584 0.0798
H -3.9597 2.8789 -1.1098
H -4.4099 2.0812 0.3886
H -2.7426 0.7181 -0.3441
H -1.9454 1.7206 0.8700
H -0.5843 4.3199 -1.6340
H 0.5475 6.1640 -2.7729
H 2.9360 5.9704 -3.3776
H 4.1814 3.9270 -2.7875
H 3.0430 2.0806 -1.6246
H -0.9938 4.0046 0.9168
H -0.2708 5.2523 2.9044
H 1.8301 4.6440 4.0515
H 3.2388 2.8317 3.1392
H 2.5105 1.5962 1.1453
H -0.8482 1.8351 -5.4324
H -1.6444 3.4590 -7.1113
H -3.0522 5.3629 -6.4091
H -3.6352 5.6455 -4.0310
H -2.8176 4.0578 -2.3601
H -4.2025 1.4348 -2.3211
H -5.8943 -0.0497 -3.2322
H -5.2433 -1.9601 -4.6666
H -2.8487 -2.4042 -5.0871
H -1.1341 -0.9476 -4.1269
N -0.6251 -1.9022 -1.2292
C -0.4977 -3.3055 -1.3108
C 0.5283 -3.8832 -2.0661
C 0.9016 -5.1903 -1.8127
C 0.2005 -5.9222 -0.8752
C -0.9581 -5.4419 -0.3031
C -1.3042 -4.1238 -0.5183
S 0.8838 -7.3987 -0.1813
O 1.8486 -7.9752 -1.0625
O -0.1604 -8.2260 0.3300
O 1.7565 -6.8529 1.0737
H -0.5909 -1.4604 -2.1518
H -1.5176 -1.6605 -0.7508
H 1.0660 -3.2929 -2.7933
H 1.7403 -5.6518 -2.3082
H -1.5389 -6.1000 0.3228
H -2.1558 -3.7018 -0.0111
C 3.7196 -4.8919 0.2863
N 2.4124 -4.5956 0.8358
C 1.8589 -5.5860 1.7307
C 0.5919 -5.1030 2.3372
C 0.0791 -3.8842 2.0718
N 0.6740 -3.0345 1.1468
C 1.7823 -3.4359 0.5691
O 2.2691 -2.5933 -0.2799
N -1.0197 -3.3678 2.7148
H 4.4253 -5.0139 1.1118
H 4.0219 -4.0580 -0.3431
H 3.6912 -5.8211 -0.2843
H 2.6225 -5.8169 2.4994
H 0.1109 -5.7709 3.0294
H -1.5799 -4.0458 3.2071
H -1.5515 -2.6805 2.1954
N -0.3747 -0.4147 1.0623
C -0.8484 -0.1441 2.0868
C -1.2513 0.1467 3.3890
C -0.5028 -0.4746 4.4025
C -0.7817 -0.1857 5.7209
C -1.8033 0.6968 6.0430
C -2.5593 1.2891 5.0409
C -2.2950 1.0196 3.7132
H 0.2790 -1.1646 4.1279
H -0.1978 -0.6486 6.5007
H -2.0196 0.9156 7.0776
H -3.3617 1.9638 5.2999
H -2.8945 1.4603 2.9317
O 1.0128 -1.3580 -4.3119
C 1.8724 -0.9625 -3.5659
C 3.3225 -0.6616 -3.9452
C 3.9984 -0.3355 -2.6180
C 2.8277 -0.3455 -1.6687
O 2.8154 -0.0748 -0.4471
N 1.6892 -0.7247 -2.2195
H 3.3451 0.1773 -4.6401
H 3.7583 -1.5206 -4.4559
H 4.5356 0.6133 -2.6059
H 4.6974 -1.1114 -2.2978
F -7.9770 -3.8340 -1.5831
C -6.8719 -3.2819 -1.0612
C -6.9252 -2.6436 0.1747
F -8.0884 -2.5895 0.8389
C -5.7863 -2.0747 0.7123
F -5.8702 -1.4601 1.9060
C -4.5482 -2.1092 0.0496
S -3.1347 -1.4240 0.7363
C -4.5367 -2.7416 -1.2030
F -3.3833 -2.7831 -1.9026
C -5.6618 -3.3316 -1.7443
F -5.5822 -3.9555 -2.9278
S 7.7603 -1.0390 0.9202
C 6.2905 -0.7568 1.5823
S 4.8392 -1.5379 0.9269
C 3.8791 -0.6335 2.1136
N 4.5994 0.1062 2.8700
N 5.9238 0.0479 2.6182
C 6.7391 0.8377 3.4606
C 8.1284 0.8309 3.4059
C 8.8551 1.6575 4.2447
C 8.2212 2.4902 5.1493
C 6.8377 2.4688 5.2324
C 6.0997 1.6519 4.3979
S 2.1897 -0.7961 2.2537
H 8.6470 0.1904 2.7159
H 9.9327 1.6437 4.1851
H 8.7993 3.1437 5.7862
H 6.3310 3.0943 5.9534
H 5.0239 1.6251 4.4609
*
```

Values from the calculation:
E_LUMO ... -0.067 Eh
Gap between HOMO and LUMO ... 5.611 eV
DFT total energy ... -213267.1480 eV
E_HOMO ... -0.27279 Eh
M ... 1444.42 u
Relative energy (zero: lowest compared OMol25 entry of this formula, charge and spin) ... 30.3 kcal/mol